#1
H12N4O2Si4 | ωB97M-V with the def2-TZVPD basis set

The calculation puts the HOMO energy at -9.34 eV. The value obtained for the orbital gap is 9.68 eV. The LUMO energy comes out at 0.341 eV. The molecular weight comes out at 212.47 g mol⁻¹.

Last column: natural (NBO) charge in e.
Atoms and positions in Å:
N -3.362 -1.218 0.830  -1.309
H 2.450 -0.213 2.215  -0.115
H -2.573 2.272 1.310  -0.140
H 1.156 1.109 -2.166  -0.187
H -1.915 -1.159 -1.642  -0.186
Si -2.101 -0.638 -0.186  1.301
Si 1.677 0.397 -1.087  1.240
H -3.408 -2.131 1.216  0.405
H 3.598 -1.170 -1.456  0.400
N 0.135 -0.388 -0.657  -0.714
H 2.422 -1.097 -2.586  0.382
H 3.724 1.401 1.140  -0.150
N 2.847 -0.679 -1.797  -1.263
H -0.440 1.940 0.453  -0.162
Si -1.816 1.757 0.175  0.440
N 0.147 -1.197 0.234  0.584
H -4.248 -0.812 0.565  0.384
O -0.994 -1.622 0.633  -0.599
H 1.421 1.765 1.749  -0.151
H -2.237 2.481 -0.964  -0.145
Si 2.400 0.816 1.205  0.433
O 1.115 -1.614 0.818  -0.446

***

#2
H12N4O2Si4 | ωB97M-V with the def2-TZVPD basis set

The calculation puts the HOMO energy at -9.17 eV. The value obtained for the orbital gap is 9.44 eV. The LUMO energy comes out at 0.274 eV. The molecular weight comes out at 212.47 g mol⁻¹. Its structure (SMILES) is N[Si@H]([SiH3])O/[N+]([O-])=N/[Si@@H](N)[SiH3].

Last column: natural (NBO) charge in e.
Atoms and positions in Å:
H -1.508 -1.693 1.639  -0.208
H -0.708 2.919 0.111  0.386
H 2.029 3.171 2.279  -0.143
H 3.651 3.154 0.695  -0.148
N 0.329 0.171 0.082  -0.675
Si -2.483 -0.862 -1.291  0.275
N 0.141 2.984 -0.285  -1.281
H -3.700 -0.105 -0.794  -0.101
H -0.996 -4.165 -0.460  0.390
O 2.151 -1.056 0.007  -0.438
H 2.101 1.512 -1.365  -0.184
Si -1.462 -2.053 0.268  1.336
Si 2.932 2.174 1.435  0.341
H -2.899 -2.075 -2.189  -0.118
H -2.496 -4.265 0.378  0.389
N 0.944 -0.859 0.127  0.594
H 3.762 1.445 2.291  -0.133
H 0.004 3.529 -1.204  0.407
Si 1.240 1.651 -0.216  1.294
H -1.634 0.239 -2.049  -0.087
N -1.632 -3.832 0.362  -1.246
O 0.235 -1.987 0.177  -0.648

***

Which structure loses on stability? #2 does.

***

#1
C2H4O2S | ωB97M-V with the def2-TZVPD basis set

The calculation puts the HOMO energy at -9.81 eV. The value obtained for the orbital gap is 10.44 eV. The LUMO energy comes out at 0.634 eV. The molecular weight comes out at 92.12 g mol⁻¹.

Last column: natural (NBO) charge in e.
Atoms and positions in Å:
H 0.684 1.909 0.914  0.199
S -1.823 0.019 0.605  0.121
O 0.177 -1.761 -0.175  -0.870
H 0.814 -1.846 -0.968  0.450
H 1.801 0.402 0.551  0.212
O 0.331 0.855 -0.931  -0.436
C 0.836 0.953 0.376  -0.126
C -0.289 0.105 -0.024  0.294
H -2.531 -0.635 -0.347  0.155

***

#2
C2H4O2S | ωB97M-V with the def2-TZVPD basis set

The calculation puts the HOMO energy at -8.91 eV. The value obtained for the orbital gap is 8.59 eV. The LUMO energy comes out at -0.328 eV. The molecular weight comes out at 92.12 g mol⁻¹. Its structure (SMILES) is C=C=S.OO.

Last column: natural (NBO) charge in e.
Atoms and positions in Å:
O 0.684 1.524 -0.363  -0.483
H -0.258 1.269 -0.622  0.470
C -0.645 -1.488 -0.110  -0.624
H -0.652 -2.593 -0.342  0.273
H 0.336 -0.913 0.009  0.280
O 0.513 2.753 0.335  -0.445
H 1.397 2.764 0.711  0.461
C -1.656 -0.700 0.029  -0.068
S -2.863 0.302 0.115  0.135

***

#3
C2H4O2S | ωB97M-V with the def2-TZVPD basis set

The calculation puts the HOMO energy at -9.96 eV. The value obtained for the orbital gap is 10.32 eV. The LUMO energy comes out at 0.360 eV. The molecular weight comes out at 92.12 g mol⁻¹. Its structure (SMILES) is O=C(O)CS.

Last column: natural (NBO) charge in e.
Atoms and positions in Å:
C 0.229 -0.786 -0.002  -0.653
H 0.014 1.682 -0.164  0.488
C -1.024 0.024 -0.219  0.771
S 1.789 0.078 -0.347  -0.016
O -0.944 1.364 -0.162  -0.675
H 0.086 -1.723 -0.526  0.269
H 1.780 0.903 0.729  0.125
H 0.170 -1.059 1.026  0.253
O -2.101 -0.483 -0.336  -0.562

***

#4
C2H4O2S | ωB97M-V with the def2-TZVPD basis set

The calculation puts the HOMO energy at -9.71 eV. The value obtained for the orbital gap is 9.09 eV. The LUMO energy comes out at -0.621 eV. The molecular weight comes out at 92.12 g mol⁻¹.

Last column: natural (NBO) charge in e.
Atoms and positions in Å:
H -0.842 1.166 -1.103  0.490
H -1.136 2.633 -1.451  0.465
H 2.273 -1.259 1.534  0.250
C 0.310 -1.280 0.482  -0.339
H 0.859 -0.071 2.127  0.250
O -1.146 -0.713 -1.584  -0.935
S -0.847 -1.710 -0.555  1.160
C 1.161 -0.854 1.365  -0.374
O -0.633 2.087 -0.813  -0.967

***

Which structure loses on stability? #2 does.

***

#1
H2N2O3 | ωB97M-V with the def2-TZVPD basis set

The calculation puts the HOMO energy at -9.26 eV. The value obtained for the orbital gap is 9.61 eV. The LUMO energy comes out at 0.352 eV. The molecular weight comes out at 78.03 g mol⁻¹.

Last column: natural (NBO) charge in e.
Atoms and positions in Å:
O 0.473 -1.311 -0.420  -0.016
H -0.914 2.076 2.022  0.383
O -0.031 -1.333 -1.740  -0.454
O 0.692 -0.072 -0.004  -0.232
N -0.324 1.529 1.402  -0.315
N -0.658 0.464 1.042  0.180
H 0.762 -1.353 -2.302  0.455

***

#2
H2N2O3 | ωB97M-V with the def2-TZVPD basis set

The calculation puts the HOMO energy at -10.31 eV. The value obtained for the orbital gap is 10.32 eV. The LUMO energy comes out at 0.005 eV. The molecular weight comes out at 78.03 g mol⁻¹. Its structure (SMILES) is [O-]/[N+](O)=N\O.

Last column: natural (NBO) charge in e.
Atoms and positions in Å:
O -1.525 -0.517 0.124  -0.501
N 0.500 -0.056 -0.339  0.496
N -0.624 0.420 0.053  -0.042
O 1.396 0.998 -0.094  -0.499
H 0.530 1.610 0.147  0.487
O 0.934 -1.221 -0.492  -0.415
H -1.211 -1.233 0.601  0.474

***

Which structure loses on stability? #1 does.

***

#1
C4H4F2 | ωB97M-V with the def2-TZVPD basis set

The calculation puts the HOMO energy at -10.30 eV. The value obtained for the orbital gap is 11.34 eV. The LUMO energy comes out at 1.040 eV. The molecular weight comes out at 90.07 g mol⁻¹. Its structure (SMILES) is C#CCC(F)F.

Last column: natural (NBO) charge in e.
Atoms and positions in Å:
C -1.498 -0.143 -0.356  -0.024
H 0.668 -0.060 1.559  0.138
F 1.022 -0.991 -0.172  -0.323
H -0.061 0.994 -1.286  0.254
H -0.730 1.662 0.305  0.246
F 1.757 0.983 0.401  -0.352
C -2.433 -0.886 -0.284  -0.214
C 0.745 0.100 0.504  0.585
C -0.425 0.770 -0.249  -0.543
H -3.223 -1.579 -0.331  0.233

***

#2
C4H4F2 | ωB97M-V with the def2-TZVPD basis set

The calculation puts the HOMO energy at -9.77 eV. The value obtained for the orbital gap is 9.46 eV. The LUMO energy comes out at -0.310 eV. The molecular weight comes out at 90.07 g mol⁻¹.

Last column: natural (NBO) charge in e.
Atoms and positions in Å:
F 1.802 0.550 -1.075  -0.271
C -0.825 1.337 -0.137  -0.219
H -0.237 -1.088 0.730  0.258
C -2.019 1.221 0.071  -0.409
H 1.143 -1.892 0.209  0.232
F 1.725 0.687 1.124  -0.330
C 1.130 0.189 -0.056  0.960
H -3.048 1.397 0.147  0.223
C 0.455 -1.142 0.007  -0.710
H -0.125 -1.260 -1.020  0.266

***

Which structure loses on stability? #2 does.

***

#1
C10H14N4O5 | ωB97M-V with the def2-TZVPD basis set

The calculation puts the HOMO energy at -8.24 eV. The value obtained for the orbital gap is 8.80 eV. The LUMO energy comes out at 0.559 eV. The molecular weight comes out at 270.25 g mol⁻¹.

Last column: natural (NBO) charge in e.
Atoms and positions in Å:
H -5.239 1.357 1.867  0.217
O 0.797 -2.497 0.040  -0.674
C 3.623 0.632 -0.999  -0.544
H 3.432 0.978 -2.191  0.258
C -4.652 0.923 1.028  0.205
H -2.287 0.707 1.504  0.449
C 0.355 -1.262 -0.040  0.667
O 2.606 2.601 -0.280  -0.706
H -1.084 -1.368 1.288  0.211
H 2.739 3.260 0.340  0.480
N 1.253 -0.289 -0.243  -0.616
N -1.086 0.621 0.985  -0.906
H 1.044 0.608 0.254  0.429
H -4.901 -0.944 -2.013  0.256
H -6.434 0.016 0.186  0.416
H -1.437 0.161 -1.494  0.235
C -3.422 -0.007 -0.368  0.104
C -1.061 -0.681 0.442  -0.164
C 3.758 1.752 -0.089  0.787
H -0.246 0.332 1.761  0.321
H 4.951 -2.100 1.003  0.502
C 2.693 -0.427 -0.672  -0.156
C 3.251 -1.326 0.533  0.815
C -4.615 -0.312 -0.900  -0.076
O 4.422 -1.847 0.113  -0.684
O 4.703 2.099 0.539  -0.532
H 2.434 -1.085 -1.471  0.248
H 4.572 0.180 -1.212  0.274
H -2.066 -1.502 -1.392  0.224
C -1.944 -0.564 -0.766  -0.421
N -5.488 0.291 -0.018  -0.554
N -3.412 0.879 0.634  -0.483
O 2.741 -1.188 1.630  -0.579

***

#2
C10H14N4O5 | ωB97M-V with the def2-TZVPD basis set

The calculation puts the HOMO energy at -9.46 eV. The value obtained for the orbital gap is 9.89 eV. The LUMO energy comes out at 0.429 eV. The molecular weight comes out at 270.25 g mol⁻¹. Its structure (SMILES) is N[C@@H](CC(=O)O)C(=O)N[C@@H](Cc1c[nH]cn1)C(=O)O.

Last column: natural (NBO) charge in e.
Atoms and positions in Å:
H -1.108 0.533 -1.131  0.220
C -1.394 -0.240 0.822  -0.422
N 2.703 2.126 -0.207  -0.833
C -2.728 -2.299 0.396  -0.093
C 4.253 -1.278 0.088  0.791
H -1.719 0.235 1.733  0.222
H 2.410 -1.904 -0.634  0.511
O -0.884 3.218 0.471  -0.600
H 0.635 2.148 0.023  0.458
C -2.595 -0.948 0.294  0.108
H 3.157 0.054 1.407  0.252
H 2.200 2.753 -0.959  0.367
C -4.559 -1.311 -0.403  0.171
H 3.691 2.585 -0.272  0.377
H -3.391 1.494 -0.400  0.534
H -4.531 -3.284 -0.103  0.410
H 4.596 0.753 0.684  0.245
O 1.043 -0.855 -0.583  -0.677
C -0.960 0.845 -0.114  -0.166
H -2.232 -3.139 0.774  0.228
C -1.586 2.235 0.142  0.804
N -3.986 -2.487 -0.054  -0.485
C 1.307 0.272 -0.310  0.692
H -0.585 -0.998 1.030  0.262
H 2.886 0.518 -1.651  0.194
C 2.734 0.799 -0.563  -0.131
O -2.908 2.331 -0.101  -0.695
N 0.413 1.144 0.038  -0.605
H -5.600 -1.129 -0.729  0.216
C 3.695 0.091 0.431  -0.528
N -3.661 -0.387 -0.248  -0.527
O 5.460 -1.529 0.336  -0.555
O 3.242 -2.350 -0.209  -0.744

***

Which structure loses on stability? #1 does.